C8H9N3O | ωB97M-V/def2-TZVPD

Each line ends with the natural charge from an NBO analysis.
Atoms and positions in Å:
C1 -2.64 -0.63 -0.63  0.26
C2 -1.23 -0.82 -0.38  -0.20
C3 1.01 0.76 -0.35  0.20
C4 1.36 2.08 -0.50  0.45
C5 -0.77 -1.11 0.90  0.23
C6 2.81 2.21 0.09  -0.69
C7 -0.53 -0.96 -1.67  -0.66
C8 -1.66 -1.58 1.97  -0.64
N1 -3.68 -0.44 -1.07  -0.32
N2 1.09 -0.12 0.41  0.02
N3 0.63 -1.12 0.98  -0.29
O1 0.74 3.08 -0.81  -0.49
H1 2.72 2.28 1.21  0.24
H2 3.29 3.19 -0.34  0.24
H3 3.55 1.49 -0.22  0.23
H4 0.44 -1.53 -1.73  0.23
H5 -0.26 -0.16 -2.27  0.24
H6 -1.25 -1.47 -2.30  0.25
H7 -2.69 -1.48 1.71  0.24
H8 -1.52 -1.14 2.99  0.23
H9 -1.39 -2.54 2.03  0.24

The calculation puts the HOMO energy (spin up / spin down) at -8.94 / -8.94 eV. Its LUMO energy (spin up / spin down) is -0.71 / -0.71 eV. The calculation puts the energy above the lowest of the compared OMol25 structures with the same formula, charge and spin at 5.112 eV.

---

C8H9N4O | ωB97M-V/def2-TZVPD

Each line ends with the Löwdin spin population.
Atoms and positions in Å:
C1 -2.17 0.65 1.21  0.04
C2 2.58 0.26 0.42  0.01
C3 1.86 1.33 0.00  0.01
C4 0.48 -0.37 0.04  0.73
C5 -2.29 -1.25 -0.22  0.46
C6 -1.57 1.12 -1.14  0.07
C7 -2.52 0.12 -0.08  0.14
C8 1.93 -2.22 0.44  0.02
N1 -1.67 0.84 2.23  0.02
N2 1.69 -0.80 0.35  0.08
N3 0.57 0.94 -0.17  0.08
N4 -0.52 1.78 -0.55  0.01
O1 -2.22 -2.33 -0.62  0.32
H1 3.52 -0.01 0.74  0.00
H2 2.17 2.28 -0.19  0.00
H3 -1.27 0.54 -1.99  0.00
H4 -2.11 1.89 -1.74  0.01
H5 -3.53 0.40 -0.25  0.01
H6 1.11 -2.78 0.90  0.00
H7 2.09 -2.73 -0.49  0.00
H8 2.65 -2.29 1.18  0.00
H9 -0.79 2.63 -0.09  0.00

The calculation puts the HOMO energy (spin up / spin down) at -9.93 / -14.05 eV. The spin multiplicity is 3. Its LUMO energy (spin up / spin down) is -3.29 / -7.55 eV. Its net charge is +1.

---

C8H9N6 | ωB97M-V/def2-TZVPD

Each line ends with the natural charge from an NBO analysis.
Atoms and positions in Å:
C1 -2.30 -1.79 -0.64  -0.12
C2 -0.59 -2.28 0.51  0.22
C3 -1.74 -0.59 -0.41  0.12
C4 3.39 -0.76 0.00  0.08
C5 -2.12 0.84 -0.74  -0.45
C6 -0.80 1.65 -0.49  -0.41
C7 -0.21 1.29 0.90  -0.59
C8 0.18 -0.10 1.21  0.22
N1 2.24 -0.14 0.28  -0.33
N2 -1.72 -2.79 0.06  -0.47
N3 4.34 0.05 -0.31  -0.38
N4 2.57 1.14 0.23  -0.17
N5 3.81 1.27 -0.10  -0.17
N6 -0.57 -0.91 0.40  -0.47
H1 -3.26 -1.89 -1.06  0.18
H2 -0.01 -2.86 1.24  0.20
H3 -2.36 0.70 -1.83  0.22
H4 -2.92 1.12 -0.08  0.21
H5 -0.16 1.57 -1.40  0.23
H6 -0.98 2.82 -0.58  0.20
H7 0.68 1.93 1.08  0.29
H8 -0.91 1.61 1.83  0.23
H9 3.44 -1.88 -0.11  0.17

The calculation puts the HOMO energy at -4.16 eV. Its LUMO energy is 3.36 eV. Its net charge is -1. The calculation puts the energy above the lowest of the compared OMol25 structures with the same formula, charge and spin at 0.000 eV.

---

C8H9NO | ωB97M-V/def2-TZVPD

Each line ends with the natural charge from an NBO analysis.
Atoms and positions in Å:
C1 -1.26 1.14 2.03  0.15
C2 -0.63 0.17 1.45  -0.09
C3 -0.07 -0.43 0.39  -0.20
C4 0.74 -1.70 0.44  0.58
C5 -0.21 0.67 -0.46  0.25
C6 0.10 -2.69 1.46  -0.72
C7 -1.45 0.73 -1.34  -0.66
C8 0.89 1.70 -0.59  -0.69
N1 -1.77 1.92 2.76  -0.29
O1 1.57 -1.90 -0.41  -0.52
H1 -0.72 -3.19 1.04  0.24
H2 -0.11 -2.18 2.42  0.24
H3 1.01 -3.35 1.70  0.23
H4 -1.08 0.53 -2.48  0.25
H5 -2.01 1.67 -1.31  0.23
H6 -2.11 -0.06 -0.96  0.23
H7 0.65 2.48 -1.34  0.23
H8 1.92 1.24 -0.80  0.26
H9 0.70 2.24 0.40  0.25

The calculation puts the HOMO energy at -8.42 eV. Its LUMO energy is -0.68 eV. The calculation puts the energy above the lowest of the compared OMol25 structures with the same formula, charge and spin at 5.426 eV.

---

One value per record, in order, for molecular weight: 163.18 177.19 189.20 135.17 g mol⁻¹.